Record 1
{"formula": "C3H13N3O2", "method": "ωB97M-V with the def2-TZVPD basis set", "homo_energy_ev": -8.17, "homo_lumo_gap_ha": 0.32954, "lumo_energy_ha": 0.02920, "elements": ["H", "N", "C", "N", "N", "C", "C", "H", "H", "H", "H", "H", "H", "H", "H", "O", "H", "H", "O", "H", "H"], "positions_angstrom": [[-0.1170, -1.3430, -3.1434], [-0.3695, -0.9276, -2.2643], [0.2024, -0.8360, -1.1317], [1.3391, -1.5986, -0.7876], [-0.3719, -0.0253, -0.1973], [0.1230, 0.4551, 1.0431], [0.3791, 1.9966, 1.0035], [1.8735, -1.0888, -0.0936], [1.8436, -1.9787, -1.5670], [-1.3454, -0.0352, -0.4410], [-0.6339, 0.3527, 1.8430], [0.9675, -0.0579, 1.5288], [-0.1096, 2.5699, 0.2290], [0.1595, 2.3841, 2.0027], [1.4798, 2.1272, 0.9986], [0.6452, -2.2667, 2.0243], [0.3124, -2.8839, 2.6791], [0.4270, -2.4075, 1.0912], [-2.0006, 1.9060, -1.3645], [-1.8544, 1.8480, -2.3079], [-2.9497, 1.8097, -1.1452]]}

***

Record 2
{"formula": "C19H26N3O4S", "method": "ωB97M-V with the def2-TZVPD basis set", "homo_energy_ev": -11.36, "total_charge": 1, "homo_lumo_gap_ha": 0.30928, "lumo_energy_ha": -0.10812, "elements": ["C", "C", "C", "C", "C", "S", "O", "O", "N", "C", "C", "C", "C", "C", "C", "C", "N", "C", "O", "C", "N", "C", "C", "C", "C", "C", "O", "H", "H", "H", "H", "H", "H", "H", "H", "H", "H", "H", "H", "H", "H", "H", "H", "H", "H", "H", "H", "H", "H", "H", "H", "H", "H"], "positions_angstrom": [[2.2272, -2.6752, 1.9834], [2.3038, -1.4790, 1.0811], [3.1965, -1.4563, 0.0166], [3.2862, -0.3593, -0.8250], [2.4708, 0.7316, -0.6003], [2.5602, 2.1939, -1.6616], [2.1306, 3.2975, -0.8573], [3.8576, 2.1959, -2.2579], [1.4518, 1.9924, -2.8609], [0.0555, 2.1877, -2.5625], [-0.6672, 0.8663, -2.2881], [-0.4365, -0.0976, -3.4509], [1.0620, -0.3015, -3.6684], [1.7365, 1.0495, -3.9149], [1.5823, 0.7497, 0.4545], [1.4949, -0.3540, 1.2913], [0.5999, -0.3699, 2.3910], [-0.4627, 0.3986, 2.5649], [-0.9030, 1.2659, 1.8194], [-1.2822, 0.1692, 3.8663], [-2.5331, 0.8976, 3.6079], [-3.6539, 0.0291, 3.1303], [-3.2945, -0.6091, 1.8344], [-3.6529, -0.3178, 0.5512], [-2.9573, -1.2354, -0.2717], [-2.2212, -2.0095, 0.5679], [-2.4115, -1.6427, 1.8468], [2.8744, -3.4634, 1.6105], [2.5620, -2.4271, 2.9917], [1.2128, -3.0707, 2.0363], [3.8346, -2.3105, -0.1508], [3.9926, -0.3288, -1.6388], [0.0086, 2.8586, -1.7049], [-0.4080, 2.6852, -3.4217], [-0.2905, 0.4221, -1.3636], [-1.7325, 1.0636, -2.1604], [-0.9181, -1.0567, -3.2496], [-0.8792, 0.3184, -4.3581], [1.4967, -0.7767, -2.7858], [1.2348, -0.9518, -4.5263], [2.8209, 0.9574, -3.9703], [1.3744, 1.4742, -4.8576], [0.9946, 1.6372, 0.6162], [0.8095, -1.0733, 3.0883], [-0.7448, 0.5966, 4.7148], [-1.4652, -0.8908, 4.0427], [-2.8322, 1.4864, 4.3857], [-2.1959, 1.4958, 2.7532], [-4.5385, 0.6500, 2.9883], [-3.8602, -0.7260, 3.8936], [-4.3326, 0.4437, 0.2303], [-3.0051, -1.3041, -1.3375], [-1.5529, -2.8272, 0.3865]]}

***

Record 3
{"formula": "C7H12", "method": "ωB97M-V with the def2-TZVPD basis set", "homo_energy_ev": [1.38, -5.76], "total_charge": -1, "spin_multiplicity": 2, "homo_lumo_gap_ha": [0.09682, 0.36043], "lumo_energy_ha": [0.14756, 0.14859], "s_squared": 0.75, "elements": ["C", "C", "C", "C", "C", "C", "C", "H", "H", "H", "H", "H", "H", "H", "H", "H", "H", "H", "H"], "positions_angstrom": [[-1.7850, 1.1745, 0.5109], [-0.3771, 1.5492, -0.2081], [0.5436, 0.4470, 0.2526], [1.7383, 0.9405, 0.5996], [-0.0999, -1.8923, 0.7805], [0.2841, -0.9817, -0.1016], [0.5614, -1.5290, -1.4841], [-1.7433, 1.1897, 1.5742], [-2.2482, 0.3235, 0.2345], [-2.5260, 1.9488, 0.4542], [-0.3630, 1.7274, -1.2268], [0.0329, 2.5894, -0.0130], [1.9708, 1.9758, 0.7284], [2.5877, 0.2917, 0.8579], [-0.1006, -1.7591, 1.9194], [-0.3183, -2.9754, 0.7549], [-0.2636, -1.4740, -2.0978], [1.3482, -0.9844, -2.0054], [0.7579, -2.5613, -1.5303]]}

***

Record order is preserved below.
Calculated total energy: -11886.3063; -43614.1765; -7449.3191 eV
Record order is preserved below.
Relative energy (zero: lowest compared OMol25 entry of this formula, charge and spin): 1.419; 0.000; 2.161 eV
Record order is preserved below.
F_max: 2.5; 1.1; 4.8 eV/A